{"formula": "C20H32N5Pt", "method": "the ωB97M-V functional and the def2-TZVPD basis", "symbols": ["Pt", "C", "N", "C", "C", "C", "C", "C", "C", "C", "N", "C", "C", "C", "C", "C", "C", "N", "C", "C", "H", "H", "H", "H", "H", "H", "H", "H", "H", "H", "H", "H", "H", "H", "H", "H", "H", "H", "H", "H", "C", "C", "C", "C", "N", "N", "H", "H", "H", "H", "H", "H", "H", "H", "H", "H", "H", "H"], "xyz": [[-0.463, 0.255, 0.124], [2.274, 0.180, 0.771], [1.515, 0.917, -0.289], [1.968, 0.497, -1.647], [1.649, 2.370, -0.085], [2.889, 2.967, -0.100], [2.990, 4.328, 0.185], [1.858, 5.059, 0.530], [0.611, 4.467, 0.530], [0.481, 3.117, 0.159], [-0.690, 2.417, 0.036], [-1.958, 2.879, -0.103], [-2.344, 4.204, -0.397], [-3.679, 4.546, -0.377], [-4.653, 3.590, -0.099], [-4.299, 2.252, 0.082], [-2.971, 1.904, 0.042], [-2.561, 0.492, 0.099], [-3.128, -0.250, -1.069], [-2.966, -0.154, 1.386], [3.344, 0.358, 0.652], [2.094, -0.892, 0.663], [1.966, 0.529, 1.755], [2.997, 0.816, -1.811], [1.328, 0.958, -2.395], [1.915, -0.588, -1.719], [3.786, 2.401, -0.315], [3.961, 4.804, 0.171], [1.954, 6.099, 0.812], [-0.248, 5.027, 0.865], [-1.606, 4.939, -0.678], [-3.972, 5.565, -0.588], [-5.697, 3.872, -0.066], [-5.075, 1.511, 0.223], [-4.216, -0.191, -1.057], [-2.836, -1.297, -1.002], [-2.754, 0.194, -1.988], [-4.055, -0.219, 1.438], [-2.600, 0.436, 2.224], [-2.570, -1.171, 1.427], [2.453, -3.965, -0.975], [1.662, -4.499, 0.209], [0.862, -5.762, -0.179], [2.536, -4.765, 1.428], [0.619, -3.515, 0.629], [-0.131, -2.788, -0.215], [3.220, -4.698, -1.221], [2.963, -3.030, -0.734], [1.855, -3.843, -1.881], [1.594, -6.522, -0.455], [0.214, -5.583, -1.037], [0.277, -6.145, 0.656], [3.301, -5.489, 1.154], [1.959, -5.192, 2.250], [3.038, -3.860, 1.771], [0.221, -3.624, 1.560], [-1.117, -3.050, -0.185], [0.237, -2.857, -1.163]], "lowdin_spin": [1.279, 0.044, 0.121, 0.010, 0.079, -0.001, 0.113, -0.009, 0.090, 0.037, 0.550, 0.045, 0.104, -0.009, 0.137, 0.000, 0.093, 0.130, 0.016, 0.049, 0.014, 0.009, 0.001, 0.003, 0.000, 0.002, -0.001, 0.005, -0.002, 0.003, 0.004, -0.002, 0.006, -0.001, 0.004, 0.003, 0.001, 0.014, 0.001, 0.009, 0.005, 0.049, 0.058, 0.003, 0.571, 0.305, 0.000, 0.000, 0.000, 0.011, 0.001, 0.000, 0.000, 0.000, 0.000, 0.008, 0.027, 0.006], "total_charge": 3, "spin_multiplicity": 5, "homo_ev": [-16.758, -17.605], "e_tot_ev": -31925.1730, "gap_ev": [7.68, 5.58]}